(1)
{
  "formula": "C4H5IN2",
  "method": "ωB97M-V/def2-TZVPD",
  "e_tot_ha": -562.3830,
  "spin_multiplicity": 1,
  "de_lowest_kj_mol": 610.17,
  "gap_ha": 0.2636,
  "largest_force_ev_per_a": 3.75,
  "elements": ["C", "C", "C", "C", "N", "N", "I", "H", "H", "H", "H", "H"],
  "positions_angstrom": [[0.49, -0.72, -1.10], [-0.48, 1.61, -0.32], [0.95, 1.61, 0.17], [0.34, 0.37, -0.33], [0.34, -1.81, -1.55], [-1.42, -2.51, 1.19], [-0.56, -3.35, -0.27], [-1.19, 1.63, 0.59], [-0.74, 1.94, -1.31], [1.87, 2.06, -0.31], [1.12, 1.78, 1.21], [-0.72, -2.62, 2.03]],
  "lowdin_charge": [-0.271, -0.094, -0.130, -0.222, -0.274, -0.657, 1.268, 0.143, 0.101, 0.123, 0.080, -0.067]
}

(2)
{
  "formula": "C17H19ClO4S",
  "method": "ωB97M-V/def2-TZVPD",
  "e_tot_ha": -1818.5230,
  "spin_multiplicity": 1,
  "de_lowest_kj_mol": 5.14,
  "gap_ha": 0.3580,
  "largest_force_ev_per_a": 1.09,
  "smiles": "O=S(=O)(Cc1ccc(Cl)cc1)C[C@H](O)COCc1ccccc1",
  "elements": ["O", "S", "O", "C", "C", "C", "C", "C", "Cl", "C", "C", "C", "C", "O", "C", "O", "C", "C", "C", "C", "C", "C", "C", "H", "H", "H", "H", "H", "H", "H", "H", "H", "H", "H", "H", "H", "H", "H", "H", "H", "H", "H"],
  "positions_angstrom": [[1.69, 2.83, 0.32], [2.49, 1.96, -0.48], [3.91, 2.21, -0.50], [1.85, 1.99, -2.21], [0.40, 1.68, -2.13], [-0.50, 2.68, -1.76], [-1.85, 2.39, -1.60], [-2.29, 1.09, -1.81], [-3.97, 0.73, -1.62], [-1.41, 0.09, -2.18], [-0.07, 0.39, -2.34], [2.24, 0.25, 0.07], [2.73, 0.17, 1.51], [4.13, 0.28, 1.59], [2.33, -1.17, 2.13], [0.96, -1.37, 1.90], [0.47, -2.59, 2.40], [-0.94, -2.83, 1.93], [-1.65, -1.86, 1.24], [-2.94, -2.11, 0.82], [-3.54, -3.32, 1.08], [-2.84, -4.30, 1.77], [-1.55, -4.05, 2.19], [2.05, 3.00, -2.57], [2.43, 1.26, -2.76], [-0.15, 3.68, -1.58], [-2.54, 3.16, -1.31], [-1.77, -0.92, -2.34], [0.61, -0.39, -2.63], [2.84, -0.40, -0.58], [1.19, 0.02, 0.01], [2.24, 0.99, 2.07], [4.41, 1.05, 1.07], [2.55, -1.16, 3.21], [2.93, -1.97, 1.67], [1.12, -3.42, 2.06], [0.50, -2.59, 3.50], [-1.18, -0.91, 1.04], [-3.48, -1.34, 0.28], [-4.55, -3.52, 0.75], [-3.30, -5.25, 1.98], [-1.00, -4.82, 2.73]],
  "lowdin_charge": [-0.289, 0.694, -0.320, -0.162, -0.293, -0.030, -0.083, -0.665, 0.695, -0.098, -0.046, -0.155, -0.398, -0.014, -0.158, -0.156, -0.166, -0.192, -0.027, -0.081, -0.092, -0.088, -0.050, 0.115, 0.109, 0.122, 0.109, 0.109, 0.121, 0.127, 0.096, 0.153, 0.071, 0.141, 0.141, 0.136, 0.141, 0.106, 0.063, 0.101, 0.101, 0.113]
}

(3)
{
  "formula": "C22H40Cl12O10",
  "method": "ωB97M-V/def2-TZVPD",
  "e_tot_ha": -7136.8370,
  "spin_multiplicity": 1,
  "gap_ha": 0.3439,
  "largest_force_ev_per_a": 4.22,
  "smiles": "COC(=O)OC.COC(=O)OC.ClC(Cl)Cl.ClC(Cl)Cl.ClC(Cl)Cl.ClC(Cl)Cl.CC(C)=O.CC(C)=O.CC(C)=O.CC(C)=O",
  "elements": ["C", "O", "C", "O", "O", "C", "H", "H", "H", "H", "H", "H", "C", "O", "C", "O", "O", "C", "H", "H", "H", "H", "H", "H", "Cl", "C", "Cl", "Cl", "H", "Cl", "C", "Cl", "Cl", "H", "Cl", "C", "Cl", "Cl", "H", "Cl", "C", "Cl", "Cl", "H", "C", "C", "C", "O", "H", "H", "H", "H", "H", "H", "C", "C", "C", "O", "H", "H", "H", "H", "H", "H", "C", "C", "C", "O", "H", "H", "H", "H", "H", "H", "C", "C", "C", "O", "H", "H", "H", "H", "H", "H"],
  "positions_angstrom": [[2.39, -4.06, -7.91], [1.49, -3.44, -6.95], [1.02, -2.21, -7.21], [1.40, -1.48, -8.16], [0.13, -2.00, -6.23], [-0.36, -0.63, -6.07], [1.89, -4.63, -8.70], [2.86, -4.88, -7.37], [3.17, -3.41, -8.30], [-1.18, -0.48, -5.38], [-0.68, -0.16, -6.99], [0.48, -0.10, -5.62], [-2.89, 3.10, 6.11], [-4.25, 2.91, 5.71], [-5.23, 2.86, 6.58], [-5.10, 2.91, 7.79], [-6.37, 2.64, 5.95], [-7.66, 2.68, 6.55], [-2.64, 2.57, 7.03], [-2.64, 4.15, 6.27], [-2.28, 2.65, 5.32], [-8.01, 3.60, 7.03], [-7.63, 1.92, 7.33], [-8.39, 2.39, 5.80], [-6.61, 1.10, -4.01], [-6.47, 2.85, -4.29], [-5.96, 3.65, -2.86], [-8.01, 3.42, -4.93], [-5.73, 2.94, -5.08], [9.33, -4.75, 1.50], [8.57, -3.12, 1.50], [8.85, -2.35, 3.18], [6.81, -3.19, 1.26], [8.96, -2.44, 0.75], [-4.32, -8.13, -1.62], [-5.61, -6.90, -1.47], [-4.97, -5.25, -1.44], [-6.51, -7.20, 0.05], [-6.16, -6.99, -2.41], [-4.39, -3.75, 5.42], [-3.54, -3.07, 6.78], [-2.12, -4.00, 7.26], [-4.74, -2.79, 8.08], [-3.17, -2.07, 6.55], [-1.56, 7.86, 0.34], [-1.05, 9.24, 0.62], [-0.02, 9.32, 1.79], [-1.50, 10.30, 0.16], [-2.40, 7.77, -0.35], [-1.80, 7.25, 1.21], [-0.78, 7.22, -0.08], [-0.17, 10.05, 2.58], [1.01, 9.34, 1.42], [0.05, 8.39, 2.36], [6.98, 5.04, 0.24], [6.70, 3.58, -0.07], [5.24, 3.14, -0.20], [7.54, 2.72, -0.18], [6.06, 5.54, -0.06], [7.87, 5.46, -0.23], [6.94, 5.23, 1.32], [4.78, 3.54, 0.71], [5.02, 2.07, -0.16], [4.78, 3.46, -1.13], [-2.23, 0.05, 0.60], [-0.77, 0.17, 0.02], [-0.05, -1.15, -0.25], [-0.23, 1.27, -0.16], [-2.32, -0.65, 1.43], [-2.86, -0.44, -0.14], [-2.70, 1.01, 0.84], [1.03, -1.02, -0.33], [-0.44, -1.70, -1.11], [-0.24, -1.82, 0.58], [3.31, -6.84, -2.01], [4.29, -7.94, -2.28], [5.42, -8.47, -1.37], [4.24, -8.51, -3.39], [2.37, -7.27, -2.36], [3.53, -6.01, -2.69], [3.22, -6.50, -0.98], [6.04, -7.61, -1.10], [6.05, -9.19, -1.89], [4.89, -8.79, -0.48]],
  "lowdin_charge": [-0.033, -0.014, -0.555, 0.079, -0.003, -0.023, 0.092, 0.087, 0.094, 0.087, 0.093, 0.096, -0.026, 0.006, -0.615, 0.104, -0.002, -0.036, 0.092, 0.098, 0.093, 0.097, 0.094, 0.094, 0.495, -1.596, 0.563, 0.524, 0.014, 0.487, -1.428, 0.429, 0.491, 0.019, 0.494, -1.501, 0.496, 0.496, 0.015, 0.526, -1.565, 0.535, 0.498, 0.006, -0.041, -0.433, -0.032, 0.044, 0.082, 0.082, 0.086, 0.078, 0.075, 0.059, -0.019, -0.487, -0.034, 0.061, 0.069, 0.086, 0.085, 0.079, 0.077, 0.083, -0.023, -0.434, -0.031, 0.034, 0.071, 0.074, 0.075, 0.080, 0.082, 0.075, -0.024, -0.452, -0.017, 0.009, 0.087, 0.089, 0.077, 0.073, 0.081, 0.078]
}

(4)
{
  "formula": "C21H26F5N9OPPdS",
  "method": "ωB97M-V/def2-TZVPD",
  "e_tot_ha": -2749.5850,
  "spin_multiplicity": 5,
  "de_lowest_kj_mol": 40.10,
  "gap_ha": [0.2622, 0.1986],
  "largest_force_ev_per_a": 0.36,
  "total_charge": 3,
  "elements": ["Pd", "N", "C", "S", "N", "N", "C", "C", "C", "C", "C", "C", "N", "H", "H", "H", "H", "H", "H", "H", "C", "N", "C", "N", "C", "N", "C", "P", "C", "C", "H", "H", "H", "H", "H", "H", "H", "H", "H", "H", "H", "H", "H", "F", "C", "C", "C", "F", "C", "F", "C", "F", "C", "F", "C", "N", "C", "N", "O", "H", "H", "H", "H", "H", "H"],
  "positions_angstrom": [[-0.89, 0.22, 0.41], [-4.84, -0.72, -1.83], [-3.71, -0.58, -1.17], [-2.33, 0.07, -1.92], [-3.83, -1.06, 0.14], [-2.79, -0.84, 0.88], [-2.91, -1.23, 2.14], [-1.82, -1.00, 3.05], [-1.92, -1.39, 4.38], [-0.85, -1.13, 5.23], [0.27, -0.51, 4.72], [0.29, -0.14, 3.36], [-0.72, -0.37, 2.55], [-4.93, -0.40, -2.78], [-5.64, -1.14, -1.37], [-3.82, -1.71, 2.46], [-2.81, -1.88, 4.73], [-0.89, -1.42, 6.27], [1.13, -0.29, 5.34], [1.15, 0.35, 2.93], [1.55, -2.87, -3.29], [2.26, -1.58, -2.83], [3.41, -1.99, -1.87], [2.91, -2.77, -0.80], [2.23, -3.97, -1.30], [1.11, -3.62, -2.17], [0.00, -3.00, -1.44], [0.54, -1.42, -0.66], [1.31, -0.63, -2.15], [2.09, -2.01, 0.15], [2.28, -3.43, -3.87], [0.72, -2.56, -3.93], [2.67, -1.12, -3.64], [3.88, -1.07, -1.53], [4.11, -2.56, -2.48], [1.87, -4.56, -0.46], [2.95, -4.57, -1.86], [-0.36, -3.69, -0.67], [-0.83, -2.80, -2.12], [1.85, 0.26, -1.85], [0.54, -0.35, -2.87], [1.84, -2.64, 1.00], [2.64, -1.14, 0.52], [-3.80, 1.86, 0.92], [-3.00, 2.66, 0.21], [-1.82, 2.16, -0.34], [-1.10, 2.99, -1.20], [-0.05, 2.50, -1.87], [-1.41, 4.32, -1.35], [-0.68, 5.13, -2.09], [-2.55, 4.82, -0.70], [-2.86, 6.08, -0.82], [-3.35, 3.99, 0.09], [-4.41, 4.48, 0.70], [3.70, 2.22, -0.22], [2.71, 2.87, 0.63], [1.53, 2.33, 0.92], [0.70, 3.01, 1.74], [1.22, 1.19, 0.47], [4.61, 2.79, -0.19], [3.35, 2.17, -1.25], [3.91, 1.21, 0.16], [2.94, 3.78, 1.00], [0.90, 3.96, 2.02], [-0.27, 2.73, 1.77]],
  "lowdin_charge": [0.753, 0.199, -0.740, 0.814, 0.088, -0.089, 0.031, -0.241, 0.050, 0.014, 0.023, -0.083, 0.020, 0.140, 0.153, 0.156, 0.141, 0.139, 0.134, 0.111, -0.083, -0.053, -0.083, -0.135, -0.125, -0.137, -0.273, 0.982, -0.231, -0.266, 0.157, 0.153, 0.192, 0.145, 0.157, 0.147, 0.152, 0.111, 0.091, 0.084, 0.094, 0.110, 0.091, 0.098, -0.238, -0.140, -0.271, 0.085, -0.129, 0.177, -0.085, 0.224, -0.130, 0.183, -0.037, 0.054, -0.585, 0.206, -0.146, 0.106, 0.086, 0.080, 0.158, 0.129, 0.084]
}

(5)
{
  "formula": "C18H15GaNO4S",
  "method": "ωB97M-V/def2-TZVPD",
  "e_tot_ha": -3372.2724,
  "spin_multiplicity": 1,
  "gap_ha": 0.1487,
  "largest_force_ev_per_a": 9.24,
  "total_charge": 3,
  "elements": ["Ga", "C", "O", "C", "O", "C", "O", "C", "O", "C", "H", "H", "C", "H", "H", "N", "S", "C", "C", "C", "C", "C", "C", "C", "C", "C", "C", "C", "C", "H", "H", "H", "H", "H", "H", "H", "H", "H", "H", "H"],
  "positions_angstrom": [[0.86, 0.43, -0.63], [-1.16, -0.68, 0.25], [-1.90, -1.14, 1.03], [-1.59, -0.99, -1.55], [-2.57, -1.39, -2.06], [1.58, -1.47, -0.89], [1.99, -2.48, -1.29], [-0.26, 1.94, -1.30], [-1.04, 2.76, -1.54], [2.30, 0.99, -2.72], [2.34, 2.06, -2.50], [3.14, 0.37, -2.36], [1.30, 0.46, -3.50], [1.30, -0.60, -3.77], [0.51, 1.10, -3.88], [1.61, 1.06, 1.28], [1.21, 2.08, 2.47], [0.17, 1.29, 3.74], [-0.99, 1.92, 4.17], [-1.81, 1.33, 5.14], [-1.49, 0.08, 5.66], [-0.30, -0.54, 5.26], [0.53, 0.06, 4.31], [2.72, 2.27, 3.40], [2.76, 2.48, 4.79], [4.00, 2.55, 5.45], [5.19, 2.53, 4.73], [5.15, 2.42, 3.32], [3.92, 2.33, 2.66], [2.45, 0.53, 1.69], [-1.27, 2.86, 3.71], [-2.71, 1.84, 5.46], [-2.15, -0.41, 6.38], [-0.03, -1.51, 5.70], [1.43, -0.46, 3.96], [1.85, 2.52, 5.38], [4.05, 2.63, 6.53], [6.16, 2.63, 5.22], [6.07, 2.40, 2.72], [3.88, 2.24, 1.56]],
  "lowdin_charge": [0.557, -0.122, 0.232, 0.020, 0.258, 0.117, 0.312, 0.098, 0.325, -0.050, 0.102, 0.097, 0.048, 0.107, 0.104, -0.363, 1.098, -0.416, -0.076, -0.033, -0.018, -0.031, -0.082, -0.395, -0.040, -0.020, -0.012, -0.031, -0.099, 0.065, 0.113, 0.130, 0.134, 0.129, 0.119, 0.124, 0.132, 0.135, 0.132, 0.099]
}

(6)
{
  "formula": "C3H12BN2O",
  "method": "ωB97M-V/def2-TZVPD",
  "e_tot_ha": -330.8628,
  "spin_multiplicity": 1,
  "de_lowest_kj_mol": 92.13,
  "gap_ha": 0.3764,
  "largest_force_ev_per_a": 0.94,
  "total_charge": 1,
  "elements": ["B", "C", "C", "C", "N", "N", "O", "H", "H", "H", "H", "H", "H", "H", "H", "H", "H", "H", "H"],
  "positions_angstrom": [[2.04, 0.95, -0.02], [3.22, 1.87, 0.03], [-2.08, 0.25, 1.06], [-2.79, 0.53, -1.15], [1.04, 0.12, -0.07], [-1.82, 0.40, -0.35], [1.11, -2.59, -0.10], [3.81, 1.74, 0.94], [2.92, 2.92, 0.01], [3.89, 1.72, -0.82], [-3.15, 0.24, 1.30], [-1.63, -0.68, 1.40], [-1.60, 1.08, 1.59], [-3.84, 0.54, -0.84], [-2.58, 0.64, -2.20], [1.11, -0.92, -0.02], [0.02, 0.32, -0.26], [1.53, -3.10, -0.80], [0.56, -3.19, 0.40]],
  "lowdin_charge": [-0.031, 0.030, -0.129, 0.000, 0.265, -0.127, -0.020, 0.092, 0.097, 0.091, 0.084, 0.080, 0.087, 0.090, 0.078, 0.070, 0.087, 0.079, 0.078]
}